Density functional theory data (ωB97M-V/def2-TZVPD) for 3 unconnected molecules or ions with the total composition C2H10N2O2.

Geometry as XYZ:
```
16
C2H10N2O2 | OMol25 | ωB97M-V/def2-TZVPD
C -1.59537 -0.34982 -0.29095
N -1.20280 -1.43198 0.62970
O -1.96524 0.77689 0.31466
H -0.89841 1.57050 0.33255
H -1.33408 -2.35552 0.23474
H -1.72093 -1.34781 1.49690
H -2.32522 -0.71470 -1.04422
H -0.63686 -0.13774 -0.86656
C 2.08912 0.04036 -0.60738
N 1.19821 0.24434 0.48402
O 0.18296 1.97170 0.25054
H 0.56611 2.25905 1.08780
H 0.51385 -0.52628 0.57321
H 2.46705 1.01024 -0.94459
H 1.69456 -0.52856 -1.45602
H 2.96706 -0.48067 -0.19440
```

Values from the calculation:
Spin multiplicity: 1
DFT total energy, a.u.: -342.00167
ΔE to the lowest compared entry with this formula, charge and spin, kJ/mol: 504.6
Largest force on an atom, hartree/bohr: 0.051

=====

Density functional theory data (ωB97M-V/def2-TZVPD) for a molecular structure, C25H48OsP4S.

Geometry as XYZ:
```
79
C25H48OsP4S | OMol25 | ωB97M-V/def2-TZVPD
Os -0.25784 0.27838 0.54507
P -1.42834 0.60226 2.62286
P 1.41496 -0.80285 1.74253
P -2.37982 0.46798 -0.56786
H 2.04188 -6.68736 -3.57599
C 1.55649 -6.12886 -4.39418
C 2.22161 -5.17221 -5.05205
H 3.25745 -4.94125 -4.79237
C -2.34010 -0.89093 3.20482
C -0.58809 1.04103 4.20508
C -2.70523 1.91704 2.66725
C 2.76282 -1.54809 0.75535
C 2.46669 0.05073 2.98308
C 0.86987 -2.27020 2.68200
C -2.40352 -0.06060 -2.33129
C -3.21061 2.10012 -0.69866
C -3.73947 -0.58190 0.07740
H 0.54046 -6.44938 -4.66082
H 1.78038 -4.64497 -5.90804
H -2.79841 -0.66088 4.17916
H -1.65069 -1.73339 3.33076
H -3.12030 -1.18022 2.50236
H -1.38037 1.20769 4.94855
H -0.00400 1.96045 4.10435
H 0.04781 0.22605 4.56886
H -2.90694 2.17975 3.71493
H -3.64614 1.59402 2.21024
H -2.34535 2.81776 2.15768
H 3.50697 -1.92417 1.47000
H 3.22763 -0.81233 0.09419
H 2.38258 -2.37425 0.14899
H 2.97897 -0.73962 3.55362
H 1.89431 0.67021 3.67697
H 3.23622 0.67155 2.50824
H 1.76041 -2.89236 2.86395
H 0.13928 -2.85317 2.10240
H 0.43489 -1.98534 3.64883
H -3.43140 0.03253 -2.69676
H -2.07807 -1.10036 -2.42982
H -1.74762 0.56642 -2.94672
H -4.08929 1.97917 -1.34596
H -2.52853 2.83131 -1.14888
H -3.53699 2.46307 0.27865
H -4.48515 -0.70651 -0.71844
H -4.22672 -0.12121 0.94373
H -3.35706 -1.57149 0.35177
C 0.54511 -2.16077 -1.81705
C -0.44514 -2.98970 -1.24847
C -0.23737 -4.36703 -1.21461
C 0.94718 -4.91011 -1.69358
C 1.92266 -4.08914 -2.24844
C 1.68918 -2.73812 -2.38987
S 0.61682 -0.42284 -1.68508
H -0.05050 -1.31225 0.09166
H -1.38064 -2.57132 -0.85484
H -1.00294 -5.01508 -0.79473
H 1.07908 -5.98857 -1.74407
H 2.84074 -4.50892 -2.65917
H 2.37853 -2.06248 -2.91172
C 2.70415 2.09306 0.01357
P 0.94130 2.31772 0.43025
C 1.02220 3.26767 1.99080
C 0.54862 3.70076 -0.74123
C -0.25519 3.45333 -1.86378
C -0.63677 4.50471 -2.69759
C -0.15118 5.79099 -2.47249
C 0.76989 6.02158 -1.44986
C 1.07821 4.99250 -0.54788
H 2.78309 1.58108 -0.95777
H 3.21566 1.50403 0.78538
H 3.19074 3.08332 -0.04391
H 0.00981 3.45890 2.35478
H 1.62777 2.74194 2.72825
H 1.50310 4.22901 1.81178
H -0.57295 2.42841 -2.08177
H -1.32142 4.32235 -3.52287
H -0.48446 6.63343 -3.10029
H 1.25048 6.98513 -1.32394
H 1.73864 5.20282 0.28274
```

Values from the calculation:
Total charge: +4
Spin multiplicity: 5
DFT total energy, a.u.: -2834.10252
ΔE to the lowest compared entry with this formula, charge and spin, kJ/mol: 0.0
Largest force on an atom, hartree/bohr: 0.073

=====

Density functional theory data (ωB97M-V/def2-TZVPD) for 4 unconnected molecules or ions with the total composition H9O4.

Geometry as XYZ:
```
13
H9O4 | OMol25 | ωB97M-V/def2-TZVPD
O 1.83081 0.69465 -1.06203
H 2.44536 0.01824 -0.72842
H 2.24197 1.19551 -1.82813
O 0.70692 -2.33659 0.49537
H 1.40983 -2.91911 0.86411
H -0.03542 -2.79547 1.02028
O -2.32103 1.56326 0.14410
H -2.02660 2.43680 -0.17480
H -3.18642 1.22804 0.07824
O -0.32486 0.26113 0.18014
H -0.24321 -0.55699 0.71217
H -0.99184 0.84225 0.59791
H 0.49450 0.36827 -0.29892
```

Values from the calculation:
Total charge: +1
Spin multiplicity: 1
DFT total energy, a.u.: -306.07190
ΔE to the lowest compared entry with this formula, charge and spin, kJ/mol: 143.2
Largest force on an atom, hartree/bohr: 0.077

=====

Density functional theory data (ωB97M-V/def2-TZVPD) for 2 unconnected molecules or ions with the total composition C14H16Cl3FN3OP.

Geometry as XYZ:
```
39
C14H16Cl3FN3OP | OMol25 | ωB97M-V/def2-TZVPD
C -3.61921 -1.57105 0.95468
C -2.10080 -1.26741 1.20204
O -1.77176 -1.02814 2.34502
N -1.04488 -1.29460 0.19328
C -1.03291 -2.55706 -0.60050
C -1.09943 -0.16147 -0.71924
C -2.34573 0.16862 -1.48235
C -2.31737 1.30178 -2.37699
C -1.12132 2.19639 -2.55743
N -1.26980 3.26400 -3.43461
C -0.11673 3.97305 -3.44141
C 1.12242 3.66525 -2.68310
F 2.20190 4.49293 -2.80552
N 1.24635 2.60553 -1.88025
C 0.08473 1.84831 -1.79436
C 0.12267 0.64547 -0.87745
P 1.59384 0.07886 0.10161
C 3.22639 0.53919 -0.68270
C 1.49055 0.55561 1.90887
H -3.92397 -2.41614 1.64050
H -3.85752 -1.90880 -0.08454
H -4.22154 -0.68059 1.28809
H -1.99417 -2.59115 -1.19661
H -0.14089 -2.48509 -1.28789
H -0.91106 -3.42983 0.08955
H -3.29309 -0.41429 -1.43082
H -3.24686 1.52398 -2.96668
H -0.08964 4.88128 -4.10317
H 3.38223 1.65118 -0.71279
H 3.24780 0.18923 -1.75670
H 4.10972 0.05146 -0.17786
H 0.94458 -0.28736 2.42515
H 0.97474 1.52641 2.11976
H 2.54137 0.51352 2.31104
Cl 3.85383 -3.73449 5.21237
C 2.56808 -2.69912 4.57931
Cl 3.21470 -1.12723 4.09494
Cl 1.75351 -3.47877 3.21906
H 1.83925 -2.53943 5.36771
```

Values from the calculation:
SMILES: CC(=O)N(C)c1ccc2ncc(F)nc2c1P(C)C.ClC(Cl)Cl
Spin multiplicity: 1
DFT total energy, a.u.: -2604.27254
Largest force on an atom, hartree/bohr: 0.084

=====

Density functional theory data (ωB97M-V/def2-TZVPD) for 2 unconnected molecules or ions with the total composition C2H6ClOP.

Geometry as XYZ:
```
11
C2H6ClOP | OMol25 | ωB97M-V/def2-TZVPD
C -0.06903 0.75058 1.08094
C -1.13845 -0.75287 -0.93678
O 2.43962 -1.04905 0.16001
P -0.67712 -0.91208 0.81621
Cl 2.76910 0.45482 -0.35659
H -0.60379 1.62238 0.54705
H 0.80359 0.78076 0.39020
H 0.04648 1.07151 2.15655
H -0.37590 -0.07615 -1.39526
H -2.04449 -0.14653 -0.98842
H -1.15001 -1.74337 -1.47391
```

Values from the calculation:
Spin multiplicity: 1
DFT total energy, a.u.: -956.40103
ΔE to the lowest compared entry with this formula, charge and spin, kJ/mol: 618.2
Largest force on an atom, hartree/bohr: 0.049

=====

Density functional theory data (ωB97M-V/def2-TZVPD) for a molecular structure, C6H12O.

Geometry as XYZ:
```
19
C6H12O | OMol25 | ωB97M-V/def2-TZVPD
C -1.67402 1.58224 -0.76203
C -0.54579 0.60965 -0.69192
O -1.10978 -0.54400 0.54352
C -0.27755 -1.67504 0.14509
C 1.12788 -1.36098 0.63929
C 1.70858 -0.04242 0.09930
C 0.65563 1.07594 0.08618
H -2.58084 1.12318 -1.18226
H -1.33413 2.30237 -1.51833
H -1.94105 2.14166 0.15168
H -2.03969 -0.71138 0.32532
H -0.69377 -2.55574 0.63713
H -0.31213 -1.77282 -0.94545
H 1.08196 -1.32465 1.73354
H 1.77875 -2.20309 0.36956
H 2.05436 -0.18810 -0.93066
H 2.58581 0.23047 0.70244
H 1.04508 1.94186 -0.46632
H 0.44446 1.42707 1.11523
```

Values from the calculation:
Spin multiplicity: 1
DFT total energy, a.u.: -310.91425
ΔE to the lowest compared entry with this formula, charge and spin, kJ/mol: 380.8
Largest force on an atom, hartree/bohr: 0.009

=====

Density functional theory data (ωB97M-V/def2-TZVPD) for 2 unconnected molecules or ions with the total composition CH4N2S3.

Geometry as XYZ:
```
10
CH4N2S3 | OMol25 | ωB97M-V/def2-TZVPD
S -4.53327 1.42233 0.08299
C -3.35882 0.36584 -0.13652
N -2.32290 -0.24721 -0.13696
S -2.18012 -1.90562 -0.09591
H -0.92187 -1.90701 -0.21598
N 0.31992 0.50448 -0.03493
S 2.02903 0.84720 0.05921
H 0.17829 1.39113 -0.49795
H -0.05497 0.62440 0.86487
H 2.43014 -0.32956 -0.25543
```

Values from the calculation:
SMILES: S=C=NS.NS
Spin multiplicity: 1
DFT total energy, a.u.: -1344.50094
ΔE to the lowest compared entry with this formula, charge and spin, kJ/mol: 129.8
Largest force on an atom, hartree/bohr: 0.048

=====

Density functional theory data (ωB97M-V/def2-TZVPD) for a molecular structure, C51H28I4LiN5.

Geometry as XYZ:
```
89
C51H28I4LiN5 | OMol25 | ωB97M-V/def2-TZVPD
Li -0.21392 -0.47146 -0.00865
I 0.71236 -2.90163 -9.48040
C 0.38879 -2.40649 -7.43516
C -0.72890 -2.89460 -6.78815
C -0.92454 -2.58401 -5.45232
C -0.00221 -1.81285 -4.74850
C 1.10838 -1.32904 -5.43871
C 1.30938 -1.61462 -6.77704
C -0.17292 -1.49810 -3.31211
C -1.05494 -0.46682 -2.97543
C -1.72361 0.38695 -3.93084
C -2.34912 1.34438 -3.20505
C -2.06472 1.05201 -1.81819
C -2.52985 1.82707 -0.74518
C -3.15356 3.11986 -1.06058
C -4.45746 3.42579 -0.66493
C -5.00429 4.67207 -0.90769
C -4.23685 5.61927 -1.55773
I -5.06110 7.55151 -1.91370
C -2.95022 5.34472 -1.98231
C -2.41592 4.09564 -1.73341
C -2.35946 1.54723 0.61182
N -1.71401 0.48402 1.12334
C -1.71444 0.62324 2.45402
C -0.98741 -0.16161 3.36444
C -1.23219 0.10357 4.78461
C -2.52512 0.01057 5.31000
C -2.77961 0.25301 6.64405
C -1.73351 0.61321 7.47274
I -2.12194 0.93145 9.54082
C -0.44495 0.74371 6.99021
C -0.20654 0.49099 5.65315
C 0.01760 -1.07702 3.00738
C 0.88096 -1.74664 3.95405
C 1.78686 -2.43816 3.22250
C 1.42686 -2.23741 1.83485
N 0.36104 -1.42144 1.75476
C 2.10333 -2.80717 0.74235
C 1.71691 -2.71237 -0.60647
C 2.29045 -3.51011 -1.67324
C 1.61959 -3.17250 -2.79915
C 0.66044 -2.16492 -2.41150
N 0.72990 -1.94737 -1.08497
C 3.30591 -3.59704 1.01944
C 3.27126 -4.67610 1.90817
C 4.40510 -5.40251 2.21067
C 5.59390 -5.07206 1.58760
I 7.33523 -6.20750 2.02144
C 5.67082 -4.02451 0.68660
C 4.53036 -3.29511 0.40951
C -2.42215 1.83050 2.83383
C -2.80472 2.42170 1.67947
N -1.31025 -0.05007 -1.72286
H -1.44154 -3.51195 -7.31683
H -1.79864 -2.95735 -4.93926
H 1.82359 -0.71233 -4.91616
H 2.17062 -1.21879 -7.29657
H -1.69349 0.29031 -5.00281
H -2.94615 2.16156 -3.57113
H -5.05618 2.67267 -0.17029
H -6.01596 4.89824 -0.59696
H -2.36772 6.09912 -2.49067
H -1.40572 3.86488 -2.03990
H -3.33774 -0.27898 4.66165
H -3.78274 0.15089 7.03062
H 0.36622 1.04580 7.64003
H 0.78991 0.61469 5.25365
H 0.81350 -1.69759 5.02609
H 2.62198 -3.00445 3.59630
H 3.07478 -4.24153 -1.57411
H 1.75476 -3.56482 -3.79169
H 2.32995 -4.94637 2.36229
H 4.35097 -6.21750 2.92058
H 6.61291 -3.77348 0.21613
H 4.58955 -2.45690 -0.26997
H -2.55633 2.20071 3.83583
H -3.31311 3.36439 1.56588
N 1.77522 6.54338 0.35722
C 1.63611 5.40752 0.21048
C 1.46820 4.02702 0.04118
C 1.48859 3.17091 1.14923
C 1.33404 1.81206 0.96170
C 1.13709 1.24310 -0.29698
C 1.14041 2.11824 -1.38553
C 1.30823 3.48190 -1.23927
H 1.62121 3.59529 2.13827
H 1.36905 1.16268 1.82637
H 0.99753 1.71790 -2.38589
H 1.31589 4.14758 -2.09706
```

Values from the calculation:
Total charge: -2
Spin multiplicity: 1
DFT total energy, a.u.: -3432.44965
ΔE to the lowest compared entry with this formula, charge and spin, kJ/mol: 0.0
Largest force on an atom, hartree/bohr: 0.021

=====

Density functional theory data (ωB97M-V/def2-TZVPD) for 4 unconnected molecules or ions with the total composition C2H13N2O4.

Geometry as XYZ:
```
21
C2H13N2O4 | OMol25 | ωB97M-V/def2-TZVPD
N 0.16435 -0.94996 0.33990
C 0.15343 0.33707 -0.40304
C 0.97470 0.02694 -1.75494
N 1.18540 1.08484 -2.48875
O 1.27503 -1.11175 -1.93109
H 0.64567 -1.83902 -0.14626
H 0.82351 -0.88542 1.22228
H -0.61611 -1.21900 0.88899
H 0.50818 1.09979 0.17643
H -0.91815 0.65494 -0.67695
H 1.05980 2.04595 -2.16647
H 1.66554 0.90008 -3.35767
H 1.09627 -1.84108 3.08826
H 1.28137 -0.56130 3.89748
O 0.93205 -0.99896 3.11526
H -2.29652 -0.40362 2.22718
H -3.30736 -1.32010 1.81539
O -2.44217 -1.14616 1.71600
H -2.19484 2.59390 0.19126
H -1.25545 3.39508 -0.61158
O -1.35354 2.53831 -0.21999
```

Values from the calculation:
Total charge: +1
Spin multiplicity: 1
DFT total energy, a.u.: -494.22095
ΔE to the lowest compared entry with this formula, charge and spin, kJ/mol: 166.8
Largest force on an atom, hartree/bohr: 0.155

=====

Density functional theory data (ωB97M-V/def2-TZVPD) for a molecular structure, C2H4Cl4F12P2V.

Geometry as XYZ:
```
25
C2H4Cl4F12P2V | OMol25 | ωB97M-V/def2-TZVPD
V 13.41531 -28.67813 23.46332
P 11.02923 -27.13852 23.59223
F 10.06063 -26.52368 22.40477
F 11.23347 -28.54646 22.94637
F 12.33556 -26.65968 22.82238
F 12.02420 -27.69880 24.73098
F 10.83809 -25.69212 24.35825
F 9.74723 -27.59677 24.45724
P 15.66131 -29.73531 24.88665
F 14.32229 -28.98101 25.37866
F 15.44924 -30.88800 25.96233
F 14.69611 -30.49441 23.80186
F 17.01166 -30.47471 24.43202
F 15.72200 -28.61872 23.75150
F 16.50760 -28.73190 25.87768
C 12.69505 -31.13595 19.62447
Cl 13.59225 -30.19483 18.42303
Cl 12.93743 -30.34983 21.19608
H 11.64080 -31.28495 19.39111
H 13.11843 -32.13800 19.69347
C 10.46548 -31.62894 25.33181
Cl 12.04011 -30.96455 24.76673
Cl 9.10259 -30.41757 25.08148
H 10.22007 -32.54997 24.80305
H 10.54459 -31.83183 26.39984
```

Values from the calculation:
Total charge: -1
Spin multiplicity: 5
DFT total energy, a.u.: -4744.93580
ΔE to the lowest compared entry with this formula, charge and spin, kJ/mol: 0.0
Largest force on an atom, hartree/bohr: 0.112

=====

Density functional theory data (ωB97M-V/def2-TZVPD) for C4H6O2 in the gas phase.

Geometry as XYZ:
```
12
C4H6O2 | OMol25 | ωB97M-V/def2-TZVPD
O 0.94009 -0.09247 2.28758
C 0.72923 0.22243 1.14612
C 0.57254 -0.75308 -0.11003
C 0.16411 0.07480 -1.30873
C -0.85970 -0.46377 -0.33139
O -1.19568 0.31668 0.93915
H 0.87592 1.25015 0.74298
H 1.13010 -1.69240 -0.11484
H 0.21430 -0.29324 -2.34336
H 0.38215 1.14045 -1.24517
H -1.70482 -1.10688 -0.56009
H -1.36435 1.27708 1.01480
```

Values from the calculation:
SMILES: O=C[C@@H]1C[C@@H]1O
Spin multiplicity: 1
DFT total energy, a.u.: -306.37943
ΔE to the lowest compared entry with this formula, charge and spin, kJ/mol: 333.1
Largest force on an atom, hartree/bohr: 0.042

=====

Density functional theory data (ωB97M-V/def2-TZVPD) for a molecular structure, C17H23ClN2O3.

Geometry as XYZ:
```
46
C17H23ClN2O3 | OMol25 | ωB97M-V/def2-TZVPD
C 0.74473 2.36887 5.23899
C 1.95289 1.68233 4.79385
H 2.87780 2.30472 4.86539
H 2.12625 0.82953 5.45319
O 1.96615 1.46689 3.54077
C 2.41005 2.15306 2.69858
O 2.73506 3.21419 3.04033
C 2.41261 1.63378 1.13307
C 1.02660 1.12007 0.83567
C 0.88419 0.41457 -0.50821
N 2.02896 -0.82640 -0.63828
C 3.37510 -0.20331 -0.36430
C 3.21672 0.53037 1.12359
H 3.09233 -0.47644 1.77870
H 4.37084 0.79294 1.20739
H 3.55797 0.40062 -0.94022
H 3.76000 -1.09829 -0.26515
C 1.75426 -1.51138 -1.69744
C 0.46721 -2.32264 -2.00314
C -0.63442 -1.64280 -2.42870
O -0.46136 -0.65500 -3.40203
N -1.75898 -1.99479 -1.85195
C -3.09024 -1.48970 -2.35079
C -3.30291 -0.60216 -3.22130
C -4.50260 0.08167 -3.87018
C -5.77611 -0.58913 -3.02508
C -5.65755 -1.41368 -1.84312
C -4.18565 -1.96969 -1.77402
H -4.08548 -2.69796 -0.72460
H -6.44762 -1.95958 -1.38462
Cl -7.26271 -0.07268 -3.46570
H -4.76789 0.81515 -4.44957
H -2.51583 -0.08284 -3.87628
H -1.95020 -2.43874 -1.11194
H 0.21334 -2.59389 -0.77079
H 0.72334 -3.32096 -2.60078
H 2.62920 -2.02179 -1.94191
H 1.78038 -1.06065 -2.55714
H 1.22774 1.11544 -1.28778
H 0.08964 -0.09042 -0.68592
H 0.52782 0.18766 1.70366
H 0.36665 1.66336 1.05093
H 2.70434 2.33723 0.58923
H -0.11790 1.87848 5.16331
H 0.84696 3.40770 4.60563
H 0.64830 2.73631 6.21866
```

Values from the calculation:
Spin multiplicity: 1
DFT total energy, a.u.: -1456.32403
ΔE to the lowest compared entry with this formula, charge and spin, kJ/mol: 2046.6
Largest force on an atom, hartree/bohr: 0.332